(1)
{"formula": "C20H23N3O", "method": "wB97M-V/def2-TZVPD", "homo_energy_ha": -0.2769, "mol_weight_g_mol": 321.4, "fmax_ev_per_a": 2.44, "de_lowest_kcal_mol": 34.38, "elements": ["C", "C", "C", "C", "C", "N", "C", "C", "C", "C", "C", "C", "C", "O", "C", "N", "C", "C", "C", "C", "C", "C", "N", "C", "H", "H", "H", "H", "H", "H", "H", "H", "H", "H", "H", "H", "H", "H", "H", "H", "H", "H", "H", "H", "H", "H", "H"], "coordinates": [[0.3017, -2.3527, 5.0435], [0.3289, -1.0646, 4.2326], [0.2922, 0.2774, 4.8925], [0.3339, 1.4477, 4.1659], [0.4095, 1.3595, 2.7207], [0.4841, 2.2817, 1.7736], [0.5393, 1.6057, 0.5664], [0.6406, 2.2725, -0.7519], [1.4526, 1.6590, -1.7710], [1.6092, 2.3015, -3.0443], [0.9844, 3.5350, -3.2450], [0.2326, 4.1598, -2.2469], [0.0608, 3.5449, -0.9927], [-0.6097, 4.2378, 0.0047], [0.4531, 0.2316, 0.7684], [0.4162, -0.7913, -0.2045], [-0.8499, -1.4896, -0.3998], [-1.7505, -0.7025, -1.3960], [-1.2100, -0.7185, -2.8510], [-1.0355, -2.1451, -3.3243], [-0.0356, -2.8198, -2.3627], [-0.5584, -2.8796, -0.9424], [0.3919, 0.0764, 2.1228], [0.4336, -1.1083, 2.8641], [-0.6768, -2.4382, 5.5413], [1.0564, -2.3582, 5.8532], [0.4761, -3.2192, 4.4195], [0.1790, 0.2602, 5.9825], [0.2470, 2.3741, 4.6985], [2.0061, 0.7622, -1.5392], [2.2979, 1.9032, -3.8071], [1.1798, 4.0495, -4.1687], [-0.1216, 5.1701, -2.4669], [-0.3391, 3.8545, 0.8585], [0.8747, -0.5873, -1.0749], [-1.3405, -1.5915, 0.5482], [-1.8767, 0.3017, -1.0289], [-2.7400, -1.1954, -1.4057], [-1.8982, -0.1666, -3.5072], [-0.2284, -0.1897, -2.8650], [-0.6652, -2.1408, -4.3741], [-2.0082, -2.6584, -3.3410], [0.1670, -3.8218, -2.6956], [0.9359, -2.3154, -2.3878], [0.1604, -3.4110, -0.3087], [-1.4886, -3.4389, -0.8980], [0.4876, -2.0617, 2.3442]], "forces_ev_per_a": [[-0.0632, 0.9072, 0.5573], [0.5247, 1.2919, -0.3519], [-0.2204, -1.1787, -1.0453], [-0.2010, -1.8499, -0.2324], [-0.1259, -0.4075, -0.1682], [0.1181, -0.1827, -0.1835], [-0.4062, -0.1798, 0.2864], [0.9347, -0.2927, -0.7133], [-0.9125, 2.1404, -0.7440], [0.0079, -0.5667, 1.5230], [0.1698, -0.4955, 0.6045], [0.2340, -0.2314, -0.0494], [0.1153, 0.3146, 0.2107], [0.6070, -0.6160, -0.9962], [0.1425, 1.2010, -1.6834], [0.2655, -0.2216, 1.8163], [0.2096, 0.2803, -1.2826], [-0.1779, -1.0408, -0.1914], [-0.0550, 0.6375, 0.6776], [0.7278, 0.1438, -0.3384], [-0.4142, -0.2755, -0.6051], [-0.0349, 0.0027, 0.1944], [0.3636, -0.8497, 1.1283], [-0.5468, 0.3970, 1.1567], [0.2466, -0.1506, -0.1964], [-0.2535, 0.1143, -0.4495], [-0.0696, -0.1577, -0.1499], [0.1280, 0.2931, -0.4498], [0.1433, 0.4721, -0.2618], [0.1237, 0.0222, -0.0294], [-0.5420, 0.0811, 0.4945], [-0.1513, 0.1993, -0.2328], [-0.1583, -0.3908, 0.4560], [-0.0569, -0.1235, 0.0519], [-0.0337, 0.2804, 0.2395], [-0.3010, 0.1589, 0.6244], [-0.0821, 0.5071, 0.1160], [0.1894, 0.2615, 0.0476], [0.2203, 0.0020, 0.2271], [-0.6087, -0.2352, -0.2151], [-0.0906, -0.1513, 0.6448], [0.2404, -0.0426, 0.1656], [0.1368, -0.5958, -0.2010], [-0.0845, 0.1689, -0.0805], [-0.0717, 0.2012, 0.0658], [-0.2086, -0.2572, -0.1906], [0.0215, 0.4148, -0.2466]]}


(2)
{"formula": "C20H23N3O2S2", "method": "wB97M-V/def2-TZVPD", "homo_energy_ha": -0.2999, "mol_weight_g_mol": 401.6, "fmax_ev_per_a": 3.42, "de_lowest_kcal_mol": 39.29, "elements": ["C", "C", "C", "S", "C", "N", "C", "C", "C", "O", "N", "C", "C", "C", "C", "C", "S", "C", "C", "O", "C", "C", "C", "C", "C", "C", "N", "H", "H", "H", "H", "H", "H", "H", "H", "H", "H", "H", "H", "H", "H", "H", "H", "H", "H", "H", "H", "H", "H", "H"], "coordinates": [[3.6897, -2.0223, -5.1119], [2.6901, -1.3142, -4.2105], [2.2396, -0.0328, -4.8656], [1.2676, -2.4531, -3.9137], [0.4560, -1.8947, -2.4653], [0.9138, -0.9540, -1.6573], [0.1239, -0.5272, -0.5766], [-1.1532, -1.0479, -0.3458], [-1.5576, -2.1468, -1.1963], [-2.6308, -2.7029, -1.2017], [-0.7420, -2.5157, -2.2068], [-2.0425, -0.4432, 0.6908], [-2.8999, 0.5927, -0.0383], [-4.2168, 0.3963, -0.3663], [-4.7999, 1.4426, -1.1525], [-3.8612, 2.4104, -1.4263], [-2.2738, 2.0897, -0.7358], [-1.2329, 0.2960, 1.7880], [-0.8552, -0.5926, 3.0014], [-1.4543, -1.6356, 3.2214], [0.3612, -0.3533, 3.8680], [0.9261, 1.0571, 3.7401], [0.1047, 2.0388, 4.6298], [2.4166, 1.0011, 4.2240], [0.9316, 1.5928, 2.2789], [0.0944, 0.8052, 1.3200], [0.6754, 0.4958, 0.1810], [4.5277, -1.3777, -5.4167], [3.1415, -2.3419, -6.0371], [4.0916, -2.8851, -4.6086], [3.1242, -1.1146, -3.2348], [1.8300, -0.1382, -5.8868], [1.4591, 0.4422, -4.2424], [3.0941, 0.6576, -4.9161], [-1.0553, -3.2597, -2.8039], [-2.6783, -1.2354, 1.1274], [-4.8063, -0.4876, -0.1075], [-5.8209, 1.4375, -1.4590], [-4.0193, 3.2658, -2.0468], [-1.8489, 1.1540, 2.1682], [1.1061, -1.0606, 3.5441], [0.1292, -0.6135, 4.8863], [-0.0353, 1.6272, 5.5933], [-0.8572, 2.1927, 4.1643], [0.6202, 3.0019, 4.7073], [2.9899, 0.3547, 3.5487], [2.4971, 0.6101, 5.2540], [2.8516, 2.0159, 4.2050], [0.5570, 2.6334, 2.1921], [1.9317, 1.5392, 1.8962]], "forces_ev_per_a": [[-0.6958, -0.4014, -0.7571], [-0.0324, 0.1690, -0.0743], [-0.6933, 1.0123, 0.3301], [0.2610, -0.2294, -0.2465], [0.0368, 1.4230, 1.9208], [-0.3873, -0.4424, -0.5221], [-1.7690, -1.1604, -1.4531], [2.7387, -0.0092, -0.3393], [-1.4795, 0.7826, 0.4151], [-1.7138, -0.5752, 1.0779], [3.1263, 0.4837, -1.3068], [-0.2561, 0.7699, -0.0859], [-0.7864, -0.5122, -0.1658], [-0.0599, 0.0768, 0.0191], [2.1437, 0.3916, 0.4606], [-0.2192, -0.6987, 0.2398], [-1.7093, -0.8070, -0.0473], [0.1478, -0.2689, 0.5667], [-0.8646, -2.4599, 0.5636], [-0.0386, 1.1748, -0.5797], [-0.2383, 1.3907, -1.1082], [0.7388, 0.9004, 0.9439], [0.9475, -0.1742, -1.3808], [-0.6416, 0.4465, 0.0196], [-0.8034, 0.2187, -0.0821], [1.3083, -0.5387, -2.0670], [-0.4087, 0.0940, 2.0786], [-0.4248, -0.0007, 0.2179], [0.6716, 0.1200, 0.6321], [0.2118, -0.4736, 0.0014], [-0.0608, 0.0822, 0.1254], [0.2433, -0.2999, 0.4593], [0.3676, -0.0626, -0.3241], [-0.2040, -0.1201, -0.0125], [-0.3429, -0.1316, -0.0751], [0.1512, 0.5705, -0.1127], [0.5241, 0.2095, 0.1326], [-0.3953, 0.1741, -0.3040], [0.1011, 0.4488, -0.0785], [0.5482, -0.6075, -0.1760], [0.2986, -0.4820, -0.3399], [-0.2254, -0.0274, 0.3936], [-0.1621, -0.3469, 1.1684], [-0.4568, 0.1804, -0.0031], [-0.1371, -0.1150, -0.0214], [-0.0283, 0.1128, 0.1805], [-0.0915, 0.1306, -0.4045], [-0.0746, -0.4157, 0.0016], [0.3758, -0.2659, 0.4479], [0.4585, 0.2636, -0.3290]]}


Gap between HOMO and LUMO, record by record: 8.09; 7.91 eV